[1]
Density functional theory data (the ωB97M-V functional and the def2-TZVPD basis) for a molecular structure, C5Cl2Na13O23 at a distorted geometry.

Structure (XYZ):
```
43
C5Cl2Na13O23, DFT the ωB97M-V functional and the def2-TZVPD basis
Na 16.591 -8.644 14.080
Na 12.335 -7.775 12.805
Na 17.915 -6.513 17.650
Na 19.328 -6.627 13.066
Na 19.359 -11.816 16.640
Na 15.462 -12.681 15.848
Na 21.023 -9.645 13.141
Na 16.016 -11.209 11.446
Na 16.182 -9.845 18.005
Na 16.530 -4.673 13.589
Na 13.563 -7.973 16.252
Na 14.845 -7.976 10.890
Na 17.243 -5.551 10.442
Cl 19.670 -3.524 14.807
O 18.747 -2.530 15.283
O 19.480 -4.817 15.445
O 19.324 -3.843 13.437
O 20.941 -3.009 14.887
Cl 19.355 -12.821 13.770
O 18.604 -11.568 14.080
O 20.691 -12.397 14.170
O 18.906 -14.029 14.508
O 19.468 -13.062 12.355
C 17.799 -8.319 11.352
O 17.252 -9.335 11.119
O 17.155 -7.480 11.897
O 18.944 -8.097 10.980
C 14.066 -10.533 14.304
O 14.650 -10.758 13.244
O 14.702 -10.118 15.280
O 12.921 -10.610 14.249
C 15.269 -5.984 15.737
O 15.140 -6.748 14.776
O 14.234 -5.490 16.225
O 16.456 -5.518 15.840
C 17.597 -13.105 18.297
O 16.970 -13.086 19.329
O 18.539 -13.810 18.286
O 17.267 -12.227 17.420
C 19.100 -8.889 15.774
O 20.050 -9.372 16.436
O 17.959 -8.674 16.193
O 19.251 -8.381 14.691
```

The strongest force on any atom is 12.63 eV/Å. The HOMO energy comes out at -7.87 eV. Its total charge is +1.

***

[2]
Density functional theory data (the ωB97M-V functional and the def2-TZVPD basis) for a molecular structure, C5H8HgO4 at a distorted geometry.

Structure (XYZ):
```
18
C5H8HgO4, DFT the ωB97M-V functional and the def2-TZVPD basis
C -0.224 -1.874 1.783
C 1.032 -1.675 0.934
O 0.811 -1.889 -0.405
H -0.018 -1.717 2.854
H -1.016 -1.175 1.469
H -0.616 -2.896 1.653
H 1.817 -2.358 1.336
H 1.421 -0.648 1.139
Hg 1.279 -1.093 -2.436
O -1.652 1.410 -0.872
C -1.082 0.955 -1.968
C -0.700 2.097 -0.043
O -1.562 0.215 -2.776
O 0.224 1.339 -2.016
C 0.562 1.953 -0.825
H -0.672 1.602 0.939
H -1.026 3.140 0.086
H 1.423 2.613 -0.852
```

The strongest force on any atom is 1.68 eV/Å. The spin multiplicity is 3. The HOMO energy (alpha / beta) comes out at -8.48 / -8.66 eV.

***

[3]
Density functional theory data (the ωB97M-V functional and the def2-TZVPD basis) for a molecular structure, C14H17N7O7PS4W.

Structure (XYZ):
```
51
C14H17N7O7PS4W, DFT the ωB97M-V functional and the def2-TZVPD basis
W 0.465 1.100 -0.493
N 4.471 -0.704 -1.861
C 3.427 -0.044 -1.299
S 2.075 0.332 -2.271
N 3.521 0.297 -0.051
N 2.404 0.942 0.410
C 2.617 1.549 1.579
C 1.580 2.350 1.991
C 1.252 2.933 3.327
C -1.072 1.966 3.972
C -1.621 1.093 3.144
C -1.352 1.449 1.717
N 0.600 2.529 1.115
H 4.510 -0.814 -2.858
H 5.341 -0.707 -1.356
H 3.561 1.405 2.082
H 1.679 3.930 3.450
H -1.112 1.962 5.051
H -2.194 0.224 3.429
H -2.257 1.574 1.116
O 1.186 2.950 -1.419
S -0.182 2.917 -2.070
O -0.579 3.981 -2.901
O -1.033 2.626 -0.821
O -0.157 1.510 -2.624
C -1.281 -3.323 -4.533
C -0.038 -2.924 -3.774
O -0.292 -1.772 -2.949
P -0.786 -1.749 -1.455
S 0.751 -1.477 -0.202
S -1.983 -0.231 -1.211
O -1.392 -3.206 -1.303
C -1.824 -3.734 -0.024
C -3.310 -3.532 0.157
H -1.052 -4.165 -5.188
H -1.638 -2.496 -5.146
H -2.077 -3.624 -3.853
H 0.754 -2.609 -4.451
H 0.344 -3.738 -3.157
H -1.250 -3.254 0.771
H -1.561 -4.789 -0.049
H -3.559 -2.472 0.189
H -3.631 -3.989 1.095
H -3.864 -3.998 -0.658
O -0.511 0.518 1.105
N -0.633 2.759 1.794
C -0.317 3.032 3.208
C -0.745 4.395 3.585
N -1.053 5.446 3.925
C 1.719 2.111 4.446
N 2.098 1.474 5.321
```

The strongest force on any atom is 0.60 eV/Å. The spin multiplicity is 2. For the energy above the lowest of the compared OMol25 structures with the same formula, charge and spin, the calculation gives 60.9 kcal/mol. The HOMO energy (alpha / beta) comes out at -7.72 / -8.53 eV.

***

[4]
Density functional theory data (the ωB97M-V functional and the def2-TZVPD basis) for a single C6H13NO molecule at a distorted geometry.

Structure (XYZ):
```
21
C6H13NO, DFT the ωB97M-V functional and the def2-TZVPD basis
O -3.720 0.038 -1.173
C -2.982 0.788 -0.563
C -1.854 0.035 0.120
C -0.424 0.006 -0.517
C 0.746 0.527 0.258
C 2.084 -0.204 -0.207
C 3.301 0.097 0.521
N -2.568 -1.200 0.578
H -3.262 1.794 -0.596
H -1.826 0.602 1.061
H -0.166 -1.099 -0.862
H -0.521 0.508 -1.454
H 0.999 1.649 0.121
H 0.724 0.451 1.364
H 2.239 -0.137 -1.369
H 1.723 -1.303 -0.139
H 4.373 -0.040 0.189
H 3.415 -0.321 1.600
H 3.261 1.266 0.696
H -3.378 -1.341 -0.065
H -2.164 -2.113 0.437
```

The strongest force on any atom is 5.62 eV/Å. For the energy above the lowest of the compared OMol25 structures with the same formula, charge and spin, the calculation gives 79.1 kcal/mol. The HOMO energy comes out at -9.27 eV.

***

[5]
Density functional theory data (the ωB97M-V functional and the def2-TZVPD basis) for a molecular structure, C32H25GaNO4P2S2.

Structure (XYZ):
```
67
C32H25GaNO4P2S2, DFT the ωB97M-V functional and the def2-TZVPD basis
Ga 1.214 1.965 -0.926
S -0.676 2.935 0.010
P -0.984 0.863 0.196
C 0.501 0.166 -0.216
P 1.843 0.078 0.849
S 3.125 1.590 0.204
C 1.524 0.340 2.606
C 1.599 1.609 3.171
C 1.272 1.790 4.506
C 0.859 0.712 5.274
C 0.774 -0.556 4.712
C 1.112 -0.745 3.382
C 2.674 -1.516 0.723
C 4.042 -1.629 0.938
C 4.653 -2.872 0.849
C 3.897 -3.998 0.551
C 2.528 -3.886 0.346
C 1.917 -2.645 0.428
C -1.749 0.456 1.775
C -1.914 1.395 2.785
C -2.516 1.022 3.979
C -2.948 -0.281 4.164
C -2.779 -1.224 3.156
C -2.183 -0.858 1.962
C -2.237 0.395 -1.021
C -3.334 1.219 -1.263
C -4.324 0.816 -2.144
C -4.222 -0.415 -2.786
C -3.129 -1.234 -2.549
C -2.134 -0.831 -1.669
H 1.926 2.448 2.571
H 1.347 2.774 4.948
H 0.609 0.857 6.317
H 0.454 -1.397 5.312
H 1.064 -1.738 2.951
H 4.636 -0.750 1.158
H 5.720 -2.959 1.007
H 4.375 -4.966 0.480
H 1.940 -4.770 0.129
H 0.851 -2.532 0.256
H -1.570 2.412 2.641
H -2.646 1.755 4.765
H -3.421 -0.566 5.094
H -3.119 -2.241 3.299
H -2.064 -1.590 1.172
H -3.407 2.181 -0.768
H -5.176 1.457 -2.327
H -4.999 -0.734 -3.468
H -3.052 -2.193 -3.046
H -1.269 -1.458 -1.490
O 0.896 -2.143 -2.687
C 1.523 -0.961 -2.709
O 2.647 -0.770 -2.348
C 0.717 0.107 -3.397
C -0.136 -0.171 -4.453
C -0.683 0.884 -5.171
C -0.330 2.187 -4.851
C 0.515 2.369 -3.768
N 0.986 1.359 -3.039
C 1.031 3.681 -3.238
O 0.997 4.760 -3.984
O 1.510 3.718 -2.120
H 1.501 -2.770 -2.255
H -0.353 -1.198 -4.708
H -1.366 0.692 -5.987
H -0.729 3.027 -5.404
H 0.671 4.577 -4.875
```

The strongest force on any atom is 0.44 eV/Å. For the energy above the lowest of the compared OMol25 structures with the same formula, charge and spin, the calculation gives 2.2 kcal/mol. The HOMO energy comes out at -10.57 eV. Its total charge is +1.

***

[6]
Density functional theory data (the ωB97M-V functional and the def2-TZVPD basis) for a single C5H13N2 molecule at a distorted geometry.

Structure (XYZ):
```
20
C5H13N2, DFT the ωB97M-V functional and the def2-TZVPD basis
C -1.570 2.138 -0.385
C -0.729 0.797 -0.524
C -0.097 0.387 0.730
C 1.137 -0.532 0.424
C 2.465 -0.361 0.380
N 0.636 -2.060 0.570
N -1.401 -0.307 -1.143
H -2.188 2.332 0.440
H -1.104 3.193 -0.294
H -2.153 2.311 -1.320
H 0.071 0.981 -1.200
H -0.743 -0.028 1.544
H 0.532 1.202 1.046
H 3.240 -0.993 -0.017
H 2.823 0.570 0.968
H -0.143 -2.194 -0.143
H 1.345 -2.597 0.228
H 0.603 -2.298 1.616
H -1.734 0.028 -1.945
H -2.426 -0.515 -0.657
```

The strongest force on any atom is 6.36 eV/Å. The spin multiplicity is 2. For the energy above the lowest of the compared OMol25 structures with the same formula, charge and spin, the calculation gives 91.7 kcal/mol. The HOMO energy (alpha / beta) comes out at -3.89 / -8.25 eV.

***

[7]
Density functional theory data (the ωB97M-V functional and the def2-TZVPD basis) for a molecular structure, C5H12NO at a distorted geometry.

Structure (XYZ):
```
19
C5H12NO, DFT the ωB97M-V functional and the def2-TZVPD basis
C 1.550 -0.095 0.678
N 1.390 -1.427 0.139
C 0.002 -1.893 0.310
C -1.050 -0.923 -0.288
C -1.941 -0.114 0.628
O -2.405 1.136 0.499
C 1.676 1.093 -0.419
H 2.513 -0.036 1.242
H 0.848 0.295 1.450
H -1.703 2.444 -2.143
H -0.328 -1.886 1.361
H -0.255 -2.932 -0.001
H -1.170 -1.184 -1.331
H -0.777 0.190 0.033
H -1.803 -0.459 1.677
H -1.860 1.768 -1.895
H 1.879 2.138 -0.029
H 0.798 0.976 -0.959
H 2.635 0.909 -0.953
```

The strongest force on any atom is 5.06 eV/Å. For the energy above the lowest of the compared OMol25 structures with the same formula, charge and spin, the calculation gives 119.7 kcal/mol. The HOMO energy comes out at -1.92 eV. Its total charge is -1.

***

[8]
Density functional theory data (the ωB97M-V functional and the def2-TZVPD basis) for a single C5H7NO2 molecule at a distorted geometry.

Structure (XYZ):
```
15
C5H7NO2, DFT the ωB97M-V functional and the def2-TZVPD basis
C 0.903 -0.899 0.892
C -1.305 1.254 -0.001
C 0.955 0.070 -0.050
C -0.267 0.502 -0.828
O -0.233 -1.242 1.575
O 2.155 0.509 -0.565
C -0.810 -0.780 -1.377
N -1.324 -1.645 -1.970
H -0.063 -2.048 2.095
H 2.887 0.083 -0.086
H 1.796 -1.307 1.352
H 0.049 1.142 -1.661
H -1.738 0.645 0.799
H -0.867 2.145 0.463
H -2.138 1.572 -0.639
```

The strongest force on any atom is 2.40 eV/Å. For the energy above the lowest of the compared OMol25 structures with the same formula, charge and spin, the calculation gives 38.2 kcal/mol. The HOMO energy comes out at -8.48 eV.

***

[9]
Density functional theory data (the ωB97M-V functional and the def2-TZVPD basis) for a single C5H9NO molecule at a distorted geometry.

Structure (XYZ):
```
16
C5H9NO, DFT the ωB97M-V functional and the def2-TZVPD basis
C -0.620 1.607 0.191
C -0.150 0.130 0.096
C -0.006 -0.423 1.522
C -0.586 -1.045 -0.996
N 0.742 -0.848 -1.560
C 1.188 0.050 -0.642
O 2.257 0.578 -0.456
H 0.043 2.131 0.903
H -1.634 1.724 0.588
H -0.535 2.169 -0.744
H -0.987 -0.610 1.970
H 0.523 0.284 2.177
H 0.572 -1.352 1.528
H -0.694 -2.028 -0.505
H -1.356 -1.030 -1.789
H 1.243 -1.337 -2.285
```

The strongest force on any atom is 1.09 eV/Å. For the energy above the lowest of the compared OMol25 structures with the same formula, charge and spin, the calculation gives 27.6 kcal/mol. The HOMO energy comes out at -9.54 eV.

***

[10]
Density functional theory data (the ωB97M-V functional and the def2-TZVPD basis) for 7 unconnected molecules or ions with the total composition C31H67I2N2O6.

Structure (XYZ):
```
108
C31H67I2N2O6, DFT the ωB97M-V functional and the def2-TZVPD basis
C -0.037 0.998 -0.543
C -0.152 1.357 0.944
C -0.640 0.230 1.883
C -0.989 -1.083 1.189
C -1.489 -2.103 2.206
C -1.657 -3.551 1.636
C -1.491 -3.602 0.159
C -0.298 -4.021 -0.445
C -0.221 -4.004 -1.808
C -1.340 -3.562 -2.554
C -1.243 -3.482 -4.025
I 0.487 -2.446 -4.652
C -2.109 -3.975 -4.908
C -1.946 -3.810 -6.389
I -3.782 -5.088 -4.309
N -2.454 -3.178 -1.977
N -2.471 -3.233 -0.650
H 0.661 0.167 -0.658
H -0.995 0.724 -0.977
H 0.411 1.821 -1.089
H -0.775 2.237 1.032
H 0.845 1.669 1.247
H -1.497 0.590 2.448
H 0.176 -0.008 2.562
H -0.058 -1.453 0.763
H -1.726 -0.903 0.410
H -0.795 -2.119 3.038
H -2.463 -1.790 2.577
H -2.629 -3.970 1.887
H -0.916 -4.209 2.076
H 0.550 -4.322 0.144
H 0.681 -4.297 -2.317
H -1.177 -4.468 -6.780
H -1.713 -2.774 -6.611
H -2.895 -4.014 -6.871
H -3.342 -2.937 -0.224
C 3.057 -2.719 -1.138
C 3.285 -1.856 0.094
C 4.626 -2.137 0.746
O 2.229 -2.078 1.042
H 3.056 -3.781 -0.864
H 2.088 -2.489 -1.586
H 3.831 -2.561 -1.889
H 3.225 -0.805 -0.189
H 4.683 -3.179 1.077
H 4.764 -1.516 1.628
H 5.449 -1.950 0.055
H 2.297 -2.997 1.324
C -4.785 1.512 1.321
C -4.162 2.611 2.171
C -5.078 3.820 2.270
O -2.900 2.990 1.629
H -4.955 1.869 0.302
H -4.113 0.652 1.259
H -5.739 1.181 1.734
H -3.956 2.226 3.171
H -5.257 4.244 1.278
H -4.618 4.597 2.880
H -6.041 3.556 2.711
H -3.043 3.343 0.739
C 5.909 -1.222 6.203
C 5.007 -1.521 5.015
C 3.842 -2.416 5.410
O 5.758 -2.128 3.963
H 6.337 -2.147 6.597
H 6.736 -0.581 5.901
H 5.359 -0.728 7.005
H 4.623 -0.585 4.605
H 4.208 -3.378 5.780
H 3.207 -2.618 4.546
H 3.234 -1.956 6.190
H 6.114 -2.959 4.296
C -2.051 7.093 -0.928
C -1.313 5.868 -0.416
C 0.134 5.851 -0.886
O -1.980 4.679 -0.850
H -2.073 7.100 -2.020
H -3.087 7.088 -0.587
H -1.578 8.014 -0.585
H -1.342 5.847 0.674
H 0.179 5.822 -1.979
H 0.647 4.963 -0.514
H 0.672 6.734 -0.541
H -1.973 4.670 -1.814
C 1.395 -8.204 2.182
C 2.229 -7.080 1.586
C 2.357 -7.219 0.075
O 3.517 -7.043 2.189
H 1.869 -9.170 1.992
H 1.314 -8.088 3.262
H 0.390 -8.225 1.756
H 1.765 -6.118 1.826
H 2.860 -8.151 -0.190
H 2.958 -6.403 -0.333
H 1.377 -7.209 -0.408
H 3.959 -7.878 2.001
C -1.057 9.010 -6.209
C -2.133 8.717 -5.175
C -2.387 9.918 -4.278
O -1.762 7.584 -4.385
H -0.110 9.248 -5.717
H -0.887 8.139 -6.843
H -1.336 9.853 -6.843
H -3.057 8.437 -5.681
H -1.479 10.183 -3.728
H -3.159 9.690 -3.542
H -2.703 10.786 -4.857
H -0.943 7.805 -3.929
```

The strongest force on any atom is 0.81 eV/Å. The HOMO energy comes out at -11.63 eV. Its total charge is +1.

***

[11]
Density functional theory data (the ωB97M-V functional and the def2-TZVPD basis) for a single C5H9N3 molecule at a distorted geometry.

Structure (XYZ):
```
17
C5H9N3, DFT the ωB97M-V functional and the def2-TZVPD basis
C 0.442 -1.108 -0.783
C -0.900 -0.556 -0.637
C -1.402 0.993 -0.667
C 0.479 0.884 0.769
C -0.018 -0.575 0.514
H 0.406 -3.057 -0.192
H 0.363 -2.769 -1.776
H 1.139 -0.703 -1.469
H -1.596 -1.400 -0.807
H -2.542 1.367 -0.483
H -0.961 1.380 -1.600
H -0.758 2.927 0.616
H 1.616 0.688 2.291
H -0.155 -1.321 1.213
N 0.739 -2.466 -0.954
N -0.392 1.860 0.247
N 1.208 1.328 1.712
```

The strongest force on any atom is 5.20 eV/Å. For the energy above the lowest of the compared OMol25 structures with the same formula, charge and spin, the calculation gives 111.4 kcal/mol. The HOMO energy comes out at -8.35 eV.

***

[12]
Density functional theory data (the ωB97M-V functional and the def2-TZVPD basis) for a molecular structure, C8H6AsCl3MoO2S4.

Structure (XYZ):
```
25
C8H6AsCl3MoO2S4, DFT the ωB97M-V functional and the def2-TZVPD basis
Mo 0.291 1.527 -0.808
S 4.364 2.602 1.054
As 2.909 1.224 1.374
S 1.978 0.740 -1.710
S 0.955 2.154 1.488
S 3.104 -0.768 1.658
Cl -0.028 5.565 0.827
C 1.169 4.954 -0.275
Cl 0.413 3.807 -1.498
H 1.923 4.370 0.243
H 1.583 5.747 -0.886
Cl -0.008 -5.385 1.105
C -0.644 -3.885 0.521
C 0.080 -2.721 0.711
C -0.444 -1.528 0.236
C -1.668 -1.494 -0.415
C -2.383 -2.680 -0.589
C -1.874 -3.876 -0.127
C -2.274 -0.238 -0.945
O -3.366 -0.172 -1.425
O -1.485 0.858 -0.836
H 1.029 -2.737 1.225
H 0.133 -0.620 0.424
H -3.338 -2.642 -1.093
H -2.417 -4.801 -0.262
```

The strongest force on any atom is 0.71 eV/Å. For the energy above the lowest of the compared OMol25 structures with the same formula, charge and spin, the calculation gives 43.2 kcal/mol. The HOMO energy comes out at -8.62 eV.